*i*
{"formula": "C6H10O4", "method": "wB97M-V/def2-TZVPD", "species": ["C", "C", "O", "C", "O", "O", "C", "C", "C", "O", "H", "H", "H", "H", "H", "H", "H", "H", "H", "H"], "positions_angstrom": [[2.233, 0.547, 0.912], [1.177, 0.507, 0.109], [1.228, 0.788, -1.223], [-0.350, 0.427, 0.716], [-0.928, 1.677, 0.699], [-0.289, -0.038, 2.014], [-1.130, -0.560, -0.179], [-1.603, 0.003, -1.512], [-0.207, -1.749, -0.301], [0.306, -2.298, 0.657], [3.212, 0.828, 0.553], [2.142, 0.329, 1.960], [2.140, 0.993, -1.472], [-0.663, 2.126, 1.515], [0.025, -0.972, 1.968], [-2.002, -0.869, 0.415], [-2.190, 0.901, -1.337], [-2.215, -0.738, -2.025], [-0.766, 0.266, -2.150], [-0.119, -2.167, -1.318]], "mulliken_charge": [-1.247, 0.610, -0.443, 0.391, -0.567, -0.676, 0.370, -1.579, -0.021, -0.510, 0.280, 0.311, 0.357, 0.391, 0.430, 0.426, 0.366, 0.440, 0.306, 0.365], "orbital_gap_ev": 9.812, "charge": 0, "lumo_ev": 0.64, "smiles": "C=C(O)C(O)(O)[C@@H](C)C=O"}



*ii*
{"formula": "C6H10O4", "method": "wB97M-V/def2-TZVPD", "species": ["C", "C", "C", "C", "C", "C", "H", "H", "H", "H", "H", "H", "H", "H", "H", "H", "O", "O", "O", "O"], "positions_angstrom": [[-2.751, -0.506, -0.393], [-2.114, 0.250, 0.577], [-0.703, 0.437, 0.713], [0.380, 1.061, -0.235], [1.311, 0.037, -0.780], [2.670, 0.055, -0.079], [-2.777, -1.602, -0.313], [-3.673, -0.262, -0.772], [-2.410, -0.318, -1.426], [-2.339, 0.011, 1.549], [-2.189, 1.315, 0.354], [1.373, 0.324, -1.843], [1.375, -1.533, -0.045], [2.824, 1.236, -0.451], [3.438, -0.937, -0.623], [1.632, -0.165, 1.622], [-0.308, -0.030, 1.806], [0.750, 2.483, -0.218], [0.957, -1.364, -0.835], [2.553, -0.493, 1.392]], "mulliken_charge": [-1.315, -0.347, 0.958, 0.228, -0.417, -0.411, 0.315, 0.451, 0.321, 0.376, 0.182, 0.439, 0.515, 0.275, 0.277, 0.403, -0.635, -0.548, -0.559, -0.507], "orbital_gap_ev": 8.969, "charge": 0, "lumo_ev": -1.35}



What is the stability order? It is *i*, *ii*, from most stable to least stable.



*i*
{"formula": "CH7N2S", "method": "wB97M-V/def2-TZVPD", "species": ["S", "H", "N", "C", "N", "H", "H", "H", "H", "H", "H"], "positions_angstrom": [[-1.027, -1.591, 0.694], [-1.810, -2.138, -0.385], [-0.254, 1.594, -1.164], [0.819, 1.430, -0.090], [1.635, 0.315, 0.059], [-1.133, 1.157, -0.867], [-0.023, 0.978, -1.971], [0.336, 1.587, 0.933], [1.526, 2.306, -0.110], [1.954, 0.047, -0.867], [0.999, -0.426, 0.437]], "mulliken_charge": [-0.857, -0.029, -0.671, -0.429, -0.537, 0.309, 0.225, 0.310, 0.293, 0.211, 0.176], "orbital_gap_ev": 7.449, "charge": -1, "lumo_ev": 4.51}



*ii*
{"formula": "CH7N2S", "method": "wB97M-V/def2-TZVPD", "species": ["S", "H", "N", "C", "N", "H", "H", "H", "H", "H", "H"], "positions_angstrom": [[2.097, -1.917, 0.932], [1.602, -2.967, 0.253], [-1.484, -0.139, -0.312], [-0.709, 1.063, 0.114], [0.725, 1.036, -0.158], [-1.310, -0.850, 0.398], [-0.947, -0.502, -1.098], [-0.764, 1.221, 1.190], [-1.192, 1.910, -0.390], [0.960, 1.025, -1.144], [1.023, 0.120, 0.214]], "mulliken_charge": [-0.862, -0.043, -0.707, -0.336, -0.543, 0.298, 0.262, 0.287, 0.303, 0.210, 0.132], "orbital_gap_ev": 7.220, "charge": -1, "lumo_ev": 4.34}



What is the stability order? It is *ii*, *i*, from most stable to least stable.



*i*
{"formula": "C3H12O3", "method": "wB97M-V/def2-TZVPD", "species": ["C", "C", "C", "O", "H", "H", "H", "H", "H", "H", "H", "H", "O", "H", "H", "O", "H", "H"], "positions_angstrom": [[0.035, -0.878, -1.032], [-0.401, -0.362, 0.343], [-0.311, 1.134, 0.514], [0.400, -0.954, 1.374], [0.244, -1.950, -0.993], [0.898, -0.338, -1.415], [-0.792, -0.807, -1.741], [-1.429, -0.693, 0.539], [-0.884, 1.729, -0.200], [0.640, 1.614, 0.252], [-0.480, 1.357, 1.566], [0.608, -1.857, 1.114], [-2.083, 1.537, -2.296], [-2.054, 0.983, -3.091], [-2.932, 1.456, -1.867], [3.140, -0.867, 2.438], [2.385, -0.577, 2.930], [3.017, -0.526, 1.565]], "mulliken_charge": [-1.226, 0.652, -1.330, -0.481, 0.458, 0.300, 0.224, 0.138, 0.325, 0.330, 0.324, 0.290, -0.619, 0.300, 0.319, -0.627, 0.314, 0.310], "orbital_gap_ev": 10.857, "charge": 0, "lumo_ev": 0.56, "smiles": "CC(C)O.O.O"}



*ii*
{"formula": "C3H12O3", "method": "wB97M-V/def2-TZVPD", "species": ["C", "O", "H", "H", "H", "H", "C", "O", "H", "H", "H", "H", "C", "O", "H", "H", "H", "H"], "positions_angstrom": [[-0.911, -2.720, 2.377], [-0.632, -1.384, 2.308], [-0.400, -3.162, 3.215], [-0.675, -3.254, 1.318], [-2.069, -2.972, 2.409], [0.148, -1.393, 1.844], [-0.424, 1.452, -2.819], [0.954, 1.466, -2.607], [-0.778, 0.534, -2.643], [-0.770, 1.801, -3.738], [-0.756, 2.105, -2.052], [1.562, 1.751, -3.365], [0.867, 1.156, 0.902], [0.910, -0.024, 0.233], [0.818, 1.982, 0.203], [1.709, 1.266, 1.418], [0.016, 1.227, 1.553], [0.431, 0.161, -0.554]], "mulliken_charge": [-0.575, -0.413, 0.256, 0.224, 0.193, 0.310, -0.719, -0.541, 0.299, 0.397, 0.269, 0.302, -0.724, -0.489, 0.329, 0.319, 0.256, 0.308], "orbital_gap_ev": 10.679, "charge": 0, "lumo_ev": 0.69, "smiles": "CO.CO.CO"}



What is the stability order? It is *i*, *ii*, from most stable to least stable.